The following is a quantum chemistry calculation of a 4-piece molecular cluster, C43H61F5N6O10P2S overall, from OMol25.

```
128
C43H61F5N6O10P2S (ωB97M-V with the def2-TZVPD basis set)
C 3.276 -2.941 1.775
N 2.755 -4.133 2.501
C 1.328 -4.378 2.197
C 0.392 -3.186 2.575
C 0.536 -2.428 3.858
P 1.865 -2.864 5.144
S 3.295 -1.539 5.174
C -0.347 -1.281 4.219
P -0.048 -0.388 5.838
O -0.997 -1.028 7.092
O -0.234 1.280 5.661
C -1.452 -0.879 3.302
C -2.383 0.338 3.683
C -1.761 1.595 2.913
C -2.796 2.765 2.679
C -2.050 3.849 1.768
N -0.914 4.507 2.476
C 0.355 4.247 1.854
C 0.823 4.886 0.505
O 1.151 3.502 2.416
C -1.648 -1.634 2.052
C -0.721 -2.752 1.697
C -1.035 -3.453 0.319
O -0.948 -4.657 0.256
C -1.483 -2.503 -0.826
C -1.073 -2.574 -2.237
C -0.053 -3.653 -2.727
F -0.061 -3.579 -4.150
F -0.392 -4.953 -2.419
C 1.395 -3.251 -2.295
C 2.497 -4.192 -2.048
C 3.856 -3.732 -1.683
C 4.175 -2.298 -1.565
C 3.077 -1.348 -1.786
C 3.319 0.202 -1.672
F 3.599 0.790 -2.880
F 4.253 0.514 -0.711
F 2.121 0.770 -1.222
C 1.716 -1.807 -2.150
C -1.603 -1.597 -3.213
C -2.549 -0.513 -2.829
O -2.975 0.392 -3.788
C -2.953 -0.436 -1.417
O -3.833 0.633 -1.044
C -3.057 1.766 -1.141
N -2.389 2.652 -1.440
C -2.422 -1.404 -0.462
C -2.821 -1.294 1.062
O -3.942 -1.009 1.409
H 3.597 -2.194 2.563
H 2.538 -2.476 1.068
H 4.203 -3.255 1.224
H 3.270 -4.985 2.281
H 0.994 -5.293 2.781
H 1.256 -4.679 1.111
H 1.225 -2.892 6.415
H 2.351 -4.171 4.879
H -1.924 -1.106 6.783
H 0.187 1.712 6.432
H -2.386 0.519 4.802
H -3.452 0.168 3.396
H -1.451 1.221 1.893
H -0.837 1.996 3.402
H -3.710 2.416 2.120
H -3.084 3.291 3.628
H -2.764 4.623 1.360
H -1.595 3.285 0.895
H -0.814 4.194 3.443
H 0.081 5.607 0.069
H 1.023 4.076 -0.259
H 1.794 5.454 0.613
H 2.307 -5.286 -2.158
H 4.706 -4.441 -1.502
H 5.181 -1.881 -1.325
H 0.972 -0.991 -2.326
H -1.302 -1.591 -4.296
H -3.560 -0.077 -4.412
C -1.124 1.947 -5.375
O -0.420 1.785 -6.597
C -0.936 2.542 -7.682
C -0.481 4.014 -7.707
C -1.201 4.894 -6.691
N 0.967 4.134 -7.499
H -2.196 2.089 -5.533
H -0.709 2.782 -4.807
H -0.979 1.045 -4.783
H -0.552 2.057 -8.584
H -2.030 2.460 -7.725
H -0.717 4.409 -8.701
H -0.837 4.746 -5.674
H -1.051 5.949 -6.930
H -2.278 4.704 -6.699
H 1.447 3.626 -8.239
H 1.197 3.608 -6.657
C 7.259 1.614 -0.292
O 8.446 2.354 -0.523
C 8.367 3.272 -1.604
C 7.694 4.613 -1.255
C 6.174 4.527 -1.159
N 8.218 5.171 -0.003
H 6.728 1.386 -1.221
H 6.605 2.154 0.396
H 7.536 0.674 0.188
H 9.405 3.480 -1.884
H 7.897 2.802 -2.477
H 7.927 5.313 -2.064
H 5.837 4.058 -0.233
H 5.735 5.527 -1.185
H 5.758 3.962 -1.998
H 9.220 5.320 -0.106
H 8.156 4.440 0.704
C -6.121 -4.356 5.113
O -5.889 -3.332 4.162
C -6.061 -3.731 2.808
C -7.524 -3.736 2.326
C -8.330 -4.930 2.829
N -8.221 -2.501 2.704
H -5.807 -5.337 4.745
H -7.174 -4.376 5.400
H -5.541 -4.121 6.007
H -5.516 -2.991 2.215
H -5.574 -4.697 2.625
H -7.506 -3.796 1.233
H -8.621 -4.830 3.875
H -9.251 -5.035 2.252
H -7.764 -5.860 2.719
H -7.736 -1.711 2.284
H -8.078 -2.366 3.704
```

Net charge: 0
SMILES: CNCc1c([PH2]=S)c(P(O)O)c(CCCCNC(C)=O)c2c1C(=O)c1c(C(F)(F)c3cccc(C(F)(F)F)c3)cc(O)c(OC#N)c1C2=O.COC[C@@H](C)N.COC[C@@H](C)N.COC[C@@H](C)N
Kohn-Sham gap, eV: 6.05
HOMO level, eV: -7.7